Molecular formula: C17H32N5O2P
Method: DFT, ωB97M-V with the def2-TZVPD basis set

XYZ file:
```
57
Properties=species:S:1:pos:R:3
C -0.6740 -2.6780 -1.4853
C -1.8805 -2.8583 -1.6136
C -3.4359 -2.6565 -1.7860
N -3.8433 -1.2339 -1.7248
C -2.9607 -0.2392 -1.0711
C -2.2655 0.3645 -2.3616
C -1.7747 1.8464 -2.1029
C -1.6091 2.2998 -0.7556
N -3.1073 0.0486 -3.5446
C -4.2793 -0.5730 -2.9348
N -5.5393 -0.5176 -3.3757
P -6.9332 -1.2674 -2.5251
N -6.7253 -1.1595 -0.7795
O -6.9349 -2.9226 -2.9865
H 0.3544 -2.3970 -1.1295
H -3.7906 -3.0776 -2.7734
H -3.9254 -3.2533 -0.9436
H -2.3483 -0.5219 -0.1733
H -3.7100 0.5446 -0.7029
H -1.3124 -0.2375 -2.5714
H -1.5292 2.5091 -2.9878
H -2.4207 2.9862 -0.3517
H -0.6834 2.0478 -0.1292
H -2.6761 -0.4625 -4.3167
H -5.7547 -0.0082 -4.2391
H -6.3499 -0.2318 -0.5236
H -6.0558 -1.8957 -0.4858
H -6.5524 -3.3780 -2.1969
C 4.8744 0.9477 -0.0251
C 3.5130 0.4678 0.5158
C 3.6915 -0.8852 1.2360
C 4.4243 -0.8189 2.5732
C 4.2649 0.5222 3.2888
C 3.0193 1.3333 2.8745
N 3.0638 1.5362 1.4250
O 2.0186 2.2650 0.9539
C 3.1436 2.7016 3.5702
C 1.7490 0.6415 3.4015
C 2.6101 0.1847 -0.6992
H 4.7687 1.8869 -0.5731
H 5.3126 0.2136 -0.7121
H 5.5962 1.1161 0.7769
H 2.7072 -1.3344 1.4079
H 4.2161 -1.5933 0.5829
H 4.0588 -1.6278 3.2143
H 5.4900 -1.0176 2.4239
H 4.2701 0.3527 4.3705
H 5.1601 1.1213 3.0890
H 4.0081 3.2552 3.1934
H 3.2760 2.5793 4.6505
H 2.2553 3.3197 3.4201
H 1.7948 0.5380 4.4912
H 1.6062 -0.3607 2.9900
H 0.8512 1.2214 3.1748
H 3.0574 -0.5848 -1.3382
H 2.4709 1.0690 -1.3239
H 1.6247 -0.1785 -0.3897
```

Its energy is -1432.0922 Ha. As for the orbital gap: 0.0694 Eh. As for the HOMO energy: -4.0 eV. The LUMO energy comes out at -2.07 eV.

For each atom in turn, the natural (NBO) charge in e is: -0.22, -0.07, -0.27, -0.52, -0.25, -0.13, -0.22, -0.49, -0.64, 0.66, -0.84, 1.33, -1.11, -0.93, 0.28, 0.24, 0.22, 0.28, 0.21, 0.22, 0.21, 0.20, 0.26, 0.42, 0.45, 0.41, 0.38, 0.48, -0.60, 0.10, -0.41, -0.41, -0.40, 0.11, -0.12, -0.65, -0.60, -0.63, -0.60, 0.22, 0.18, 0.20, 0.19, 0.20, 0.20, 0.20, 0.20, 0.20, 0.21, 0.19, 0.23, 0.20, 0.19, 0.23, 0.19, 0.23, 0.20

Molecular formula: C17H32O9
Method: DFT, ωB97M-V with the def2-TZVPD basis set

XYZ file:
```
58
Properties=species:S:1:pos:R:3
O 2.1618 0.3644 1.9106
C 1.7895 -0.0600 0.6264
C 0.5022 0.1427 0.2626
C 0.0820 -0.3421 -0.9828
C 0.8351 -1.1876 -1.7501
O 0.2450 -1.5930 -2.9291
C 2.0908 -1.4714 -1.3634
C 2.7384 -0.8673 -0.2577
H 2.9728 -0.0303 2.3391
H -0.2692 0.7297 0.7378
H -0.7954 0.0544 -1.2769
H -0.1787 -0.9180 -3.5230
H 2.6774 -2.1904 -2.0999
H 3.7070 -1.1430 0.0978
O -5.9272 1.7677 -0.8306
C -4.6305 1.9137 -0.3682
C -3.4829 2.3067 -1.2199
C -2.3609 2.6770 -0.6847
C -2.1751 2.7381 0.7051
O -0.9521 3.2978 1.2900
C -3.1634 2.3352 1.5499
C -4.4654 2.0060 1.0874
H -6.0232 1.5996 -1.6319
H -3.7497 2.3905 -2.2799
H -1.4494 2.8383 -1.3783
H -1.1398 3.4731 2.2084
H -2.8416 2.3691 2.5127
H -5.2607 1.8204 1.6040
C 4.0093 0.9247 4.8805
O 3.5512 -0.1956 4.1465
H 5.1962 1.1839 4.6484
H 3.9630 0.7129 5.9159
H 3.4809 1.8782 4.5934
H 2.8868 -0.4774 4.7073
C -3.4808 -1.5970 -2.6079
O -3.2637 -2.3620 -1.4345
H -3.4260 -2.0796 -3.6776
H -2.2774 -1.1572 -2.7263
H -4.4231 -0.9591 -2.4841
H -3.5697 -3.2486 -1.7893
C -0.8105 0.7970 -5.6157
O -0.3049 -0.6133 -5.6406
H -0.9049 1.0546 -4.6077
H -1.8899 0.6603 -6.0901
H -0.0492 1.3551 -6.2209
H -0.4577 -1.1301 -6.4442
C 6.3981 -0.6859 1.5784
O 5.7254 -1.5427 2.5927
H 5.5379 -0.1345 1.1936
H 6.9006 -1.4117 0.7630
H 6.9142 0.3901 2.0720
H 5.7804 -1.0392 3.4392
C -1.2149 -2.8642 2.4039
O -0.4611 -1.8197 2.7838
H -0.8741 -3.7909 3.0010
H -1.4167 -3.0711 1.4125
H -2.1929 -2.6131 2.7704
H -0.2631 -1.1850 2.0813
```

Its energy is -1343.7536 Ha. The structure (SMILES) is Oc1ccc(O)cc1.Oc1ccc(O)cc1.CO.CO.CO.CO.CO. The calculation puts the energy above the lowest of the compared OMol25 structures with the same formula, charge and spin at 168.09 kJ/mol. As for the orbital gap: 0.3006 Eh. As for the HOMO energy: -7.7 eV. The LUMO energy comes out at 0.45 eV.

For each atom in turn, the natural (NBO) charge in e is: -0.73, 0.32, -0.33, -0.24, 0.31, -0.74, -0.26, -0.27, 0.52, 0.24, 0.20, 0.51, 0.22, 0.22, -0.66, 0.30, -0.27, -0.24, 0.27, -0.69, -0.25, -0.23, 0.46, 0.21, 0.23, 0.47, 0.20, 0.21, -0.25, -0.72, 0.16, 0.18, 0.18, 0.48, -0.30, -0.71, 0.18, 0.18, 0.18, 0.47, -0.25, -0.78, 0.18, 0.18, 0.20, 0.48, -0.29, -0.74, 0.17, 0.21, 0.18, 0.47, -0.23, -0.73, 0.15, 0.18, 0.15, 0.49

Molecular formula: C17H33BFeN4S6Sb
Method: DFT, ωB97M-V with the def2-TZVPD basis set

XYZ file:
```
63
Properties=species:S:1:pos:R:3
Fe 0.3832 -1.2151 0.8355
S -0.1973 -1.5901 2.9276
S 1.0223 -2.5595 4.1194
S 3.1260 -2.6480 2.6526
S 2.5387 -1.5415 1.1408
C -3.4573 -1.5153 -0.4518
N -2.6138 -1.9666 -1.5141
C -2.7909 -1.7752 -2.8594
C -1.7565 -2.3919 -3.4785
N -0.9476 -2.9604 -2.5390
B 0.2918 -3.8286 -2.8208
N 1.6130 -3.0803 -2.4362
C 2.8160 -3.6915 -2.6387
C 3.8133 -2.8163 -2.3638
N 3.2157 -1.6468 -1.9870
C 3.8661 -0.4130 -1.6609
C 1.8714 -1.8428 -2.0027
S 0.8106 -0.6163 -1.5058
C -1.4708 -2.6786 -1.3379
S -0.9112 -3.1048 0.1949
H -4.2141 -0.8487 -0.8614
H -2.8544 -0.9931 0.3027
H -3.9370 -2.3660 0.0396
H -3.6221 -1.2156 -3.2386
H -1.5417 -2.4791 -4.5229
H 0.3407 -4.0120 -4.0035
H 0.2371 -4.8396 -2.1876
H 2.8607 -4.7041 -2.9769
H 4.8779 -2.9358 -2.3665
H 4.9223 -0.5995 -1.4821
H 3.4094 0.0058 -0.7635
H 3.7526 0.3086 -2.4751
C 2.5971 2.0024 1.6094
C 1.2485 2.1525 2.2985
C 1.2977 1.6034 3.7140
Sb -0.3304 1.1479 1.0785
C -2.0734 1.9145 2.2552
C -2.4461 0.8844 3.3090
C -3.2676 2.1902 1.3558
C -0.1818 2.6544 -0.5593
C -1.1788 2.3308 -1.6591
C -0.3034 4.0954 -0.1019
H 3.3730 2.5366 2.1604
H 2.5694 2.3883 0.5890
H 2.8744 0.9486 1.5759
H 0.9617 3.2097 2.3355
H 1.5023 0.5349 3.7009
H 0.3547 1.7739 4.2325
H 2.0938 2.0884 4.2817
H -1.7525 2.8422 2.7328
H -2.7045 -0.0623 2.8344
H -3.3057 1.2230 3.8895
H -1.6183 0.6942 3.9876
H -3.5036 1.3084 0.7607
H -3.0739 3.0214 0.6813
H -4.1447 2.4352 1.9579
H 0.8223 2.4914 -0.9644
H -2.2015 2.4852 -1.3221
H -1.0568 1.2959 -1.9743
H -1.0071 2.9740 -2.5232
H -1.2555 4.2710 0.3923
H -0.2337 4.7680 -0.9583
H 0.4906 4.3576 0.5912
```

Its energy is -4804.6806 Ha. The calculation puts the energy above the lowest of the compared OMol25 structures with the same formula, charge and spin at 212.41 kJ/mol. As for the orbital gap (alpha / beta): 0.2145 / 0.2132 Eh. As for the multiplicity: 5. As for the HOMO energy (alpha / beta): -3.2 / -3.2 eV. The LUMO energy (alpha / beta) comes out at 2.62 / 2.61 eV. Its charge is -1.

For each atom in turn, the natural (NBO) charge in e is: 0.64, -0.41, -0.17, -0.16, -0.47, -0.40, -0.37, -0.10, -0.04, -0.50, 0.19, -0.47, -0.04, -0.09, -0.35, -0.40, 0.29, -0.36, 0.30, -0.26, 0.20, 0.22, 0.22, 0.21, 0.22, -0.07, -0.03, 0.22, 0.21, 0.21, 0.25, 0.20, -0.66, -0.49, -0.63, 1.10, -0.51, -0.63, -0.62, -0.53, -0.63, -0.62, 0.20, 0.19, 0.25, 0.19, 0.24, 0.20, 0.19, 0.20, 0.21, 0.19, 0.23, 0.20, 0.20, 0.20, 0.22, 0.19, 0.23, 0.19, 0.19, 0.20, 0.21

Molecular formula: C17H33N5O16
Method: DFT, ωB97M-V with the def2-TZVPD basis set

XYZ file:
```
71
Properties=species:S:1:pos:R:3
C 0.4401 -2.6262 -5.5361
N 1.4659 -2.5154 -4.4674
O 1.5975 -3.4457 -3.6984
O 2.1065 -1.4848 -4.4209
H 0.8183 -2.1427 -6.4246
H -0.4751 -2.1625 -5.1708
H 0.2074 -3.6830 -5.6378
C 2.5957 0.5513 0.5581
N 3.5472 1.6040 1.0104
O 3.5004 1.9248 2.1865
O 4.2938 2.0695 0.1847
H 2.7292 -0.2970 1.2234
H 2.8470 0.3027 -0.4630
H 1.5942 0.9501 0.6734
C 0.1507 -1.3987 -1.5852
N -0.1597 -0.1813 -2.3937
O -0.8523 -0.3241 -3.3881
O 0.4216 0.8404 -2.1036
H -0.2738 -1.3423 -0.5892
H 1.2210 -1.5345 -1.6227
H -0.4040 -2.1882 -2.0877
C 2.9592 -4.5458 1.2421
N 1.9113 -3.8608 0.4482
O 1.7422 -2.6758 0.6340
O 1.2310 -4.5473 -0.2882
H 3.7511 -4.8188 0.5489
H 2.5077 -5.4531 1.6297
H 3.2845 -3.8897 2.0362
C -1.9963 -3.5651 0.2030
N -2.9682 -2.6982 -0.5037
O -3.8104 -3.2655 -1.1630
O -2.9246 -1.4924 -0.3390
H -2.5664 -4.3404 0.7102
H -1.2262 -3.1312 0.8274
H -1.5095 -4.1311 -0.5998
O 3.7184 5.0973 -2.0960
C 2.6589 4.9443 -1.5707
C 1.7142 6.0231 -1.0611
C 0.4452 5.2474 -0.6788
C 0.9940 3.8483 -0.4334
O 2.1414 3.7197 -1.3205
H 2.1792 6.5330 -0.2160
H 1.5241 6.7780 -1.8197
H -0.0127 5.6106 0.2451
H -0.2975 5.3129 -1.4723
H 1.4239 3.7639 0.5709
H 0.2791 3.0458 -0.5688
O -0.7858 1.2023 0.6060
C -1.9697 1.3590 0.4840
C -2.6790 1.8750 -0.7563
C -4.0553 2.2890 -0.2466
C -4.1538 1.6731 1.1538
O -2.8244 1.1905 1.4969
H -2.0686 2.7322 -1.0432
H -2.6592 1.1494 -1.5643
H -4.1240 3.3752 -0.2336
H -4.8773 1.9269 -0.8606
H -4.4729 2.3867 1.9054
H -4.7615 0.7709 1.1523
O 0.0713 -3.4153 2.9091
C -0.1545 -2.3630 3.4373
C -0.8122 -1.1468 2.8325
C -0.5374 -0.0512 3.8569
C -0.2172 -0.8377 5.1554
O 0.0254 -2.1875 4.7593
H -0.3985 -0.8554 1.8740
H -1.8718 -1.4062 2.7717
H 0.3920 0.4454 3.5733
H -1.2954 0.7060 4.0225
H 0.7020 -0.4438 5.5893
H -0.9973 -0.8006 5.9130
```

Its energy is -2144.7497 Ha. The structure (SMILES) is C[N+](=O)[O-].C[N+](=O)[O-].C[N+](=O)[O-].C[N+](=O)[O-].C[N+](=O)[O-].O=C1CCCO1.O=C1CCCO1.O=C1CCCO1. The calculation puts the energy above the lowest of the compared OMol25 structures with the same formula, charge and spin at 0.00 kJ/mol. As for the orbital gap: 0.3575 Eh. As for the HOMO energy: -9.8 eV. The LUMO energy comes out at -0.02 eV.

For each atom in turn, the Mulliken charge in e is: -0.73, 0.96, -0.54, -0.53, 0.28, 0.28, 0.31, -0.37, 1.03, -0.64, -0.55, 0.35, 0.27, -0.03, -0.22, 1.13, -0.64, -0.53, -0.58, 0.43, 0.42, -0.97, 0.84, -0.28, -0.53, 0.33, 0.33, 0.34, -0.70, 0.96, -0.60, -0.48, 0.38, 0.03, 0.31, -0.60, 0.40, -0.44, -0.60, 0.54, -0.25, 0.25, 0.31, 0.37, 0.34, 0.15, -0.54, -0.18, 0.28, 0.00, -0.72, -0.52, -0.38, 0.06, 0.32, 0.31, 0.28, 0.33, 0.33, -0.58, 0.34, 1.11, -0.41, -0.55, -0.42, -0.92, 0.33, 0.06, 0.34, 0.32, 0.29